1.
2 unconnected molecules or ions with the total composition C2H8N2. Source: the OMol25 dataset; level of theory: ωB97M-V/def2-TZVPD.

XYZ file:
```
12
Properties=species:S:1:pos:R:3:lowdin_charge:R:1
H 0.430 -2.790 -5.238 0.01
H -0.847 0.519 4.926 0.08
H 0.786 -2.471 -6.914 0.01
C -0.134 2.417 4.624 -0.41
H -0.598 2.760 5.552 0.11
H -0.906 -2.550 -6.456 0.01
N 0.588 3.203 3.924 0.04
C 0.075 -2.955 -6.242 -0.05
N -0.141 1.066 4.466 0.06
H 0.063 -4.007 -6.526 0.01
H 0.410 4.152 4.240 0.02
H 0.273 0.657 3.645 0.09
```

Computed properties:
Kohn-Sham gap = 10.33 eV
Highest occupied orbital energy = -9.280 eV
2S+1 = 1

2.
2 unconnected molecules or ions with the total composition C2H8N2. Source: the OMol25 dataset; level of theory: ωB97M-V/def2-TZVPD.

XYZ file:
```
12
Properties=species:S:1:pos:R:3:lowdin_charge:R:1
H -2.294 -0.016 1.412 0.06
H 1.915 0.324 -2.515 0.06
C 1.862 -0.501 -1.795 -0.15
H -0.957 -0.890 0.781 0.05
H -0.573 1.881 1.894 0.05
H -0.016 -0.924 -1.877 0.03
N -0.596 1.235 1.128 -0.07
N 0.909 -1.337 -1.761 0.00
H -0.968 1.510 0.234 0.05
H 2.814 -0.818 -1.361 0.05
C -1.199 -0.056 1.437 -0.21
H -0.896 -0.408 2.424 0.07
```

Computed properties:
Kohn-Sham gap = 10.09 eV
Highest occupied orbital energy = -8.997 eV
2S+1 = 1

3.
A single C2H8N2 molecule. Source: the OMol25 dataset; level of theory: ωB97M-V/def2-TZVPD.

XYZ file:
```
12
Properties=species:S:1:pos:R:3:lowdin_charge:R:1
C -0.659 0.797 0.309 -0.29
N 0.873 -1.080 0.358 -0.05
H 1.248 0.554 -0.871 0.12
H 0.198 -1.505 -0.281 0.04
C 0.789 0.343 0.156 -0.34
H -0.921 0.625 1.419 0.14
H -0.772 1.865 0.106 0.10
H 1.868 -1.421 0.202 0.10
H 1.421 0.774 0.888 0.08
H -1.427 -1.015 -0.298 0.06
N -1.483 -0.027 -0.537 -0.02
H -1.135 0.091 -1.451 0.05
```

Computed properties:
Kohn-Sham gap = 10.25 eV
Highest occupied orbital energy = -9.098 eV
2S+1 = 1

Which one sits at the bottom of the stability order? 2 does.

1.
2 unconnected molecules or ions with the total composition C2H8N2. Source: the OMol25 dataset; level of theory: ωB97M-V/def2-TZVPD.

XYZ file:
```
12
Properties=species:S:1:pos:R:3:lowdin_charge:R:1
H -0.842 -6.121 2.107 0.03
N -0.196 3.298 -0.811 0.06
H 0.272 -5.908 0.781 0.01
N -0.087 5.588 -1.121 0.03
H 0.995 -6.832 1.960 0.01
C 0.245 -6.052 1.869 -0.06
H 0.671 -5.111 2.210 0.01
H -0.475 4.238 -2.661 0.11
H 0.430 6.261 -1.681 0.03
H 0.052 3.555 0.132 0.09
C -0.169 4.417 -1.623 -0.41
H -0.896 2.666 -1.163 0.08
```

Computed properties:
Kohn-Sham gap = 10.24 eV
Highest occupied orbital energy = -9.099 eV
2S+1 = 1

2.
2 unconnected molecules or ions with the total composition C2H8N2. Source: the OMol25 dataset; level of theory: ωB97M-V/def2-TZVPD.

XYZ file:
```
12
Properties=species:S:1:pos:R:3:lowdin_charge:R:1
N -3.896 2.582 -0.348 -0.02
H 3.132 -1.351 -1.726 0.01
H -4.656 0.637 -0.232 0.10
H -3.124 3.256 0.013 0.08
H 1.557 -0.570 0.047 0.08
H 2.962 -0.581 1.101 0.07
C -4.174 1.572 0.360 -0.20
C 2.463 -1.189 0.297 -0.12
H -3.972 1.302 1.405 0.05
H 2.100 -2.059 0.685 0.01
N 3.514 -1.438 -0.841 -0.02
H 4.093 -2.161 -0.763 -0.02
```

Computed properties:
Kohn-Sham gap = 10.10 eV
Highest occupied orbital energy = -9.115 eV
2S+1 = 1

3.
A molecular structure, C2H8N2. Source: the OMol25 dataset; level of theory: ωB97M-V/def2-TZVPD.

XYZ file:
```
12
Properties=species:S:1:pos:R:3:lowdin_charge:R:1
H -1.047 -1.029 -1.776 0.04
H 0.443 -1.928 -1.358 0.04
C 0.011 -0.949 -1.528 -0.01
N 0.156 1.007 1.794 -0.06
H 0.563 0.478 2.563 -0.02
H -0.001 1.981 2.055 -0.02
H 0.534 -0.377 -2.289 0.03
H 1.049 0.958 -0.424 0.08
H -0.852 -0.900 0.766 0.10
N 0.841 0.056 0.006 0.02
H -1.214 0.712 -0.080 0.09
C -0.483 -0.010 0.272 -0.29
```

Computed properties:
Kohn-Sham gap (alpha / beta) = 8.55 / 8.55 eV
Highest occupied orbital energy (alpha / beta) = -7.724 / -7.726 eV
2S+1 = 1

Which one sits at the bottom of the stability order? 3 does.

1.
2 unconnected molecules or ions with the total composition C5H8O2S. Source: the OMol25 dataset; level of theory: ωB97M-V/def2-TZVPD.

XYZ file:
```
16
Properties=species:S:1:pos:R:3:lowdin_charge:R:1
H -1.405 -0.257 -1.234 0.14
H 0.569 2.088 0.200 0.02
S 4.576 -0.382 0.000 0.70
O 0.790 -2.082 0.358 -0.06
H -0.950 -2.277 1.214 0.13
H -1.385 0.240 0.561 0.17
H 2.075 1.684 0.058 0.02
C -0.686 -1.885 0.184 -0.14
C -0.788 -0.455 -0.263 -0.18
O 4.273 0.983 0.443 -0.72
H 1.183 1.243 1.449 0.13
C 1.156 1.293 0.310 -0.07
H 0.983 0.061 -1.571 0.19
H -1.112 -2.663 -0.639 0.16
C 0.642 0.059 -0.436 -0.36
C 1.484 -1.090 0.011 -0.12
```

Computed properties:
Kohn-Sham gap (alpha / beta) = 7.28 / 7.30 eV
Highest occupied orbital energy (alpha / beta) = -7.890 / -7.928 eV
2S+1 = 1

2.
A single C5H8O2S molecule. Source: the OMol25 dataset; level of theory: ωB97M-V/def2-TZVPD.

XYZ file:
```
16
Properties=species:S:1:pos:R:3:lowdin_charge:R:1
C 0.700 0.674 -0.570 -0.14
H 0.352 0.243 -1.548 0.16
C -2.207 -0.475 0.251 -0.62
H 2.420 -2.073 0.730 0.12
O -0.503 2.674 -0.188 0.10
O 1.046 -0.443 0.330 -0.23
C 2.085 -1.320 -0.138 -0.13
H -0.745 0.333 1.622 0.11
H -1.604 -1.424 0.013 0.07
H 1.511 1.397 -0.788 0.15
H -2.161 1.437 1.341 0.14
S -3.812 -0.482 -0.337 0.59
H 1.744 -1.955 -1.048 0.10
C -1.464 0.645 0.853 -0.19
H 3.077 -0.684 -0.400 0.12
C -0.439 1.453 -0.124 -0.34
```

Computed properties:
Kohn-Sham gap = 8.23 eV
Highest occupied orbital energy = -8.822 eV
2S+1 = 1

3.
2 unconnected molecules or ions with the total composition C5H8O2S. Source: the OMol25 dataset; level of theory: ωB97M-V/def2-TZVPD.

XYZ file:
```
16
Properties=species:S:1:pos:R:3:lowdin_charge:R:1
H 0.537 -0.335 -1.276 0.12
H -0.137 -1.009 1.561 0.11
O -4.729 0.621 -0.005 -0.61
C 0.175 -1.172 0.545 -0.08
H 1.305 2.656 0.106 0.09
H -0.106 0.886 -0.205 0.10
O 0.468 -2.450 0.193 0.04
H -3.143 -1.761 -0.681 0.02
H 2.988 2.742 0.338 0.06
C 1.995 0.684 0.024 -0.21
C -2.586 -0.842 -0.209 -0.35
C 2.256 1.988 0.068 0.00
S -3.324 0.484 0.362 0.69
H 2.865 -0.002 0.164 0.11
C 0.663 0.091 -0.259 -0.20
H 0.774 -2.582 -0.726 0.13
```

Computed properties:
Kohn-Sham gap (alpha / beta) = 8.56 / 6.60 eV
Highest occupied orbital energy (alpha / beta) = -8.862 / -8.008 eV
2S+1 = 1

4.
A single C5H8O2S molecule. Source: the OMol25 dataset; level of theory: ωB97M-V/def2-TZVPD.

XYZ file:
```
16
Properties=species:S:1:pos:R:3:lowdin_charge:R:1
H -0.622 -0.601 2.303 0.13
H 0.888 -2.014 0.301 0.09
H -0.555 2.287 0.953 0.14
S 2.927 -0.448 -0.408 0.63
H -0.026 2.829 -0.689 0.07
C -0.831 -1.062 1.184 -0.08
C -0.318 1.959 -0.168 0.08
H -1.043 1.191 -0.662 0.10
O -1.194 -0.715 -1.720 0.04
H -1.458 -0.286 0.488 0.09
C 1.381 0.099 0.127 -0.88
O 1.048 1.246 -0.063 -0.10
H -1.354 -2.150 1.190 0.13
C 0.397 -1.097 0.291 -0.32
H 0.848 -0.512 -1.920 0.14
C -0.088 -0.727 -1.206 -0.26
```

Computed properties:
Kohn-Sham gap = 8.38 eV
Highest occupied orbital energy = -8.277 eV
2S+1 = 1

Which one sits at the bottom of the stability order? 3 does.

1.
A single C5H8O2S molecule. Source: the OMol25 dataset; level of theory: ωB97M-V/def2-TZVPD.

XYZ file:
```
16
Properties=species:S:1:pos:R:3:lowdin_charge:R:1
H 2.879 -1.257 0.003 0.09
S -0.514 1.460 -1.032 0.57
C -1.077 1.412 0.603 -0.11
C -2.017 0.329 0.764 -0.20
H -0.129 -1.074 -0.335 0.11
H -2.304 0.035 -0.223 0.04
O -0.056 2.721 -1.533 -0.31
H 1.644 -2.631 -0.121 0.11
H -2.873 0.823 1.282 0.11
H 1.788 -1.612 1.341 0.06
C 0.919 0.642 -0.198 -0.16
O -1.201 0.577 -1.903 -0.32
C 1.898 -1.612 0.310 -0.06
C 0.874 -0.664 -0.185 -0.19
H -1.564 -0.568 1.334 0.13
H 1.734 1.420 -0.108 0.13
```

Computed properties:
Kohn-Sham gap = 7.84 eV
Highest occupied orbital energy = -9.118 eV
2S+1 = 1

2.
A single C5H8O2S molecule. Source: the OMol25 dataset; level of theory: ωB97M-V/def2-TZVPD.

XYZ file:
```
16
Properties=species:S:1:pos:R:3:lowdin_charge:R:1
H -1.428 -0.015 1.472 0.13
S -1.825 -1.818 -1.387 1.00
H -1.543 -2.282 0.949 0.10
O -0.452 -2.450 -0.671 -0.28
H 1.946 0.917 -0.982 0.05
H -0.013 1.960 1.900 0.09
C 0.335 0.471 0.317 -0.29
H 0.240 2.595 0.447 0.06
C 1.257 0.170 -0.808 -0.04
H 0.739 -0.147 -1.811 0.12
H 1.733 -0.633 -0.406 0.06
C 0.638 1.804 1.009 -0.05
H 1.659 2.106 1.211 0.08
C -1.103 -1.623 0.248 -0.47
C -0.630 -0.339 0.760 -0.08
O -1.555 -0.715 -2.248 -0.46
```

Computed properties:
Kohn-Sham gap = 9.63 eV
Highest occupied orbital energy = -8.825 eV
2S+1 = 1

3.
A single C5H8O2S molecule. Source: the OMol25 dataset; level of theory: ωB97M-V/def2-TZVPD.

XYZ file:
```
16
Properties=species:S:1:pos:R:3:lowdin_charge:R:1
H 1.188 1.391 -1.168 0.05
H 0.727 -2.031 1.325 0.13
O -1.661 -0.552 -0.185 -0.11
H -1.157 -2.424 0.086 0.14
C -0.620 -1.508 -0.261 -0.19
S 2.017 -0.585 -0.266 0.93
C -0.007 0.938 0.536 -0.42
C -1.149 0.725 -0.437 -0.15
H -0.261 1.832 1.144 0.17
H -0.866 0.724 -1.443 0.11
C 0.555 -1.164 0.656 -0.55
H 2.037 1.703 0.382 0.10
H -1.911 1.512 -0.296 0.14
H -0.277 -1.552 -1.306 0.11
O 0.085 -0.085 1.410 -0.07
C 1.302 1.077 -0.176 -0.39
```

Computed properties:
Kohn-Sham gap = 9.71 eV
Highest occupied orbital energy = -8.906 eV
2S+1 = 1

4.
A molecular structure, C5H8O2S. Source: the OMol25 dataset; level of theory: ωB97M-V/def2-TZVPD.

XYZ file:
```
16
Properties=species:S:1:pos:R:3:lowdin_charge:R:1
H -0.971 1.826 -1.195 0.10
C 1.709 -0.982 -0.192 -0.25
H -0.141 -1.304 1.571 0.11
H 1.567 -2.076 0.031 0.13
C -0.500 -0.447 1.011 -0.20
C -1.752 -0.776 0.205 -0.40
H -2.470 0.035 0.199 0.07
S -0.807 -0.841 -1.362 0.93
C 0.442 -0.166 -0.197 -0.64
O -0.442 2.105 -0.393 -0.09
H 1.308 1.429 -1.361 0.14
C 0.735 1.329 -0.404 -0.26
H -0.577 0.393 1.668 0.11
O 2.809 -0.528 -0.421 0.06
H 1.358 1.697 0.409 0.13
H -2.268 -1.694 0.431 0.07
```

Computed properties:
Kohn-Sham gap = 9.77 eV
Highest occupied orbital energy = -9.329 eV
2S+1 = 1

Which one sits at the bottom of the stability order? 1 does.

1.
2 unconnected molecules or ions with the total composition C9H24N3P. Source: the OMol25 dataset; level of theory: ωB97M-V/def2-TZVPD.

XYZ file:
```
37
Properties=species:S:1:pos:R:3:lowdin_charge:R:1
N -1.414 -0.109 2.524 -0.24
C -2.621 1.096 -1.397 -0.30
H 2.276 -2.252 2.049 0.10
H 0.355 2.200 -0.175 0.08
H 1.574 1.408 1.720 0.07
C 2.941 -0.124 2.456 -0.16
H 0.178 1.217 -1.766 0.06
H 2.020 -1.551 3.694 0.09
H -2.521 0.580 -5.563 0.03
C -2.881 0.511 -4.586 -0.14
C 2.598 -1.582 2.834 -0.24
H -3.498 0.870 -0.763 0.09
H -1.129 -0.840 -4.019 0.10
N -1.609 1.642 -0.438 -0.17
H 0.817 0.420 3.022 0.10
C 1.576 0.482 2.200 -0.21
H -3.214 1.496 -4.477 0.04
H -0.606 2.959 -1.624 0.11
H -3.222 -0.647 -2.393 0.14
P -0.819 -0.606 1.031 0.90
H 1.361 -0.987 0.669 0.03
H -1.395 -0.631 -1.879 0.02
H 3.831 -3.358 3.621 0.11
C -1.627 0.120 -3.769 -0.26
H -2.207 -0.580 2.872 0.00
C -0.395 1.907 -1.102 -0.30
H -3.691 -0.317 -4.560 0.11
H 4.546 -1.851 3.910 0.05
H 3.355 0.350 3.252 0.09
N 0.818 -0.308 1.144 -0.31
H -0.836 0.888 -4.037 0.11
C 3.898 -2.272 3.173 -0.15
H -3.054 1.779 -2.186 0.10
H -1.494 0.868 2.730 0.03
H 3.645 -0.147 1.748 0.08
C -2.164 -0.097 -2.312 -0.25
H 4.608 -2.535 2.398 0.06
```

Computed properties:
Kohn-Sham gap (alpha / beta) = 8.17 / 6.72 eV
Highest occupied orbital energy (alpha / beta) = -7.495 / -6.233 eV
2S+1 = 1

2.
2 unconnected molecules or ions with the total composition C9H24N3P. Source: the OMol25 dataset; level of theory: ωB97M-V/def2-TZVPD.

XYZ file:
```
37
Properties=species:S:1:pos:R:3:lowdin_charge:R:1
H 1.229 0.487 3.167 0.10
H 2.178 -2.305 1.820 0.06
C -0.763 2.620 0.068 -0.15
H 0.713 -1.759 2.663 0.06
C 1.380 2.334 -1.171 -0.14
H -3.105 -0.889 1.813 0.08
H -2.146 0.706 2.225 0.10
N 0.658 -0.500 -1.488 -0.35
C -2.662 -1.189 -0.449 -0.19
C 1.254 -1.815 -1.598 -0.16
H -1.891 -2.015 -0.399 0.09
P 0.196 0.190 0.000 1.01
H 1.008 3.051 -1.995 0.10
H 2.877 0.208 2.590 0.09
H -0.706 -1.336 -2.978 0.13
H -0.652 3.475 0.866 0.11
H 0.737 -2.637 1.162 0.06
H 0.688 -2.723 -1.572 0.08
H -1.067 2.960 -0.940 0.08
H 2.064 -1.821 -2.323 0.09
C 1.399 -0.385 1.156 -0.44
H -1.397 -1.007 2.062 0.04
H 0.194 0.309 -3.354 0.09
C 1.870 0.541 2.200 -0.18
H -2.740 -0.859 -1.516 0.06
H 2.059 1.556 1.838 0.06
C -0.348 -0.286 -2.550 -0.14
H -1.063 0.437 -2.203 0.04
C -2.157 -0.321 1.690 -0.26
H 2.076 2.993 -0.596 0.08
H -3.658 -1.359 -0.139 0.05
N 0.404 1.847 -0.244 -0.39
C 1.228 -1.828 1.703 -0.16
N -2.238 0.004 0.320 -0.25
H -1.497 1.992 0.555 0.02
H 1.916 -2.135 -0.832 0.05
H 1.965 1.458 -1.550 0.08
```

Computed properties:
Kohn-Sham gap (alpha / beta) = 7.27 / 7.16 eV
Highest occupied orbital energy (alpha / beta) = -6.729 / -6.805 eV
2S+1 = 1

Which one sits at the bottom of the stability order? 2 does.